Here is a structure of composition C20H46CaNO9S2 from the OMol25 dataset. Energies are from ωB97M-V/def2-TZVPD.

HOMO energy (eV): -11.099
LUMO level (eV): -6.571
Energy (Eh): -2995.116253

ORCA input file:
```
! wB97M-V def2-TZVPD RIJCOSX def2/J DEFGRID3
* xyz 1 1
Ca 8.57231 21.95312 -24.21245
C 13.55142 23.69417 -22.51563
C 12.04336 23.41924 -22.75634
O 11.55957 22.37688 -22.26972
O 11.41176 24.13178 -23.55464
H 13.87338 23.31879 -21.54426
H 13.71572 24.76723 -22.41746
H 14.15706 23.28093 -23.32219
C 20.31303 23.76163 -23.24000
C 19.15591 24.74384 -23.52037
C 18.49396 25.34597 -22.29575
O 19.50622 25.85614 -24.23785
H 21.19496 24.25045 -22.82604
H 20.55608 23.13387 -24.09727
H 19.92643 23.02518 -22.53553
H 18.53930 24.15145 -24.19638
H 19.19652 25.89820 -21.67159
H 18.20992 24.54542 -21.61270
H 17.72269 26.06312 -22.57673
H 20.31064 26.28328 -23.93444
C 14.76360 22.43509 -31.01139
C 14.15267 21.98683 -29.64699
C 14.58051 22.79268 -28.42006
O 12.77072 22.07942 -29.81303
H 15.82713 22.19638 -31.01023
H 14.63143 23.51026 -31.13241
H 14.31579 21.92734 -31.86564
H 14.39635 20.93768 -29.47969
H 15.65625 22.76439 -28.24663
H 14.07069 22.40410 -27.53847
H 14.25902 23.81822 -28.60182
H 12.32516 21.79914 -29.01021
C 14.05600 16.87729 -22.40653
C 14.93538 18.01379 -21.87843
C 15.56038 18.99357 -22.91927
O 16.34587 18.24915 -23.84106
C 16.93276 19.12085 -24.81248
N 14.14566 18.80267 -20.89786
H 13.05631 17.25489 -22.62135
H 13.92171 16.12557 -21.62872
H 14.52269 16.38668 -23.26069
H 15.77790 17.52929 -21.38497
H 16.13720 19.67633 -22.29539
H 14.84280 19.51750 -23.55068
H 16.79339 18.74243 -25.82513
H 18.00356 19.14881 -24.61069
H 16.49719 20.11814 -24.75101
H 14.79858 19.46835 -20.50970
H 13.46931 19.30907 -21.45123
C 8.17551 16.45812 -19.18667
C 7.05259 16.16322 -20.23388
C 6.10176 17.39799 -20.28873
S 7.16954 18.88327 -19.88137
O 6.73799 19.55007 -18.66786
O 7.30998 19.65695 -21.14890
C 8.71819 17.81488 -19.48853
H 8.93705 15.67853 -19.16644
H 7.67668 16.47974 -18.21775
H 6.44241 15.32653 -19.89366
H 7.56169 15.88632 -21.15705
H 5.27392 17.38787 -19.57971
H 5.61883 17.61723 -21.24099
H 9.21345 18.26732 -18.62941
H 9.37034 17.83366 -20.36171
C 6.80577 27.54815 -20.05028
C 7.21866 28.47754 -21.23755
C 7.28651 27.67273 -22.50341
S 6.03342 26.23171 -22.34737
O 6.77451 25.00829 -22.50827
O 4.78636 26.52049 -23.07605
C 5.74527 26.55999 -20.45800
H 6.40952 28.06782 -19.17791
H 7.68280 26.99649 -19.71174
H 8.09448 29.03673 -20.90837
H 6.33693 29.07239 -21.47591
H 8.29325 27.26573 -22.40898
H 7.22796 28.17299 -23.47006
H 5.65453 25.59230 -19.96460
H 4.77306 27.04861 -20.39344
*
```